ORCA calculation (ωB97M-V/def2-TZVPD) on a molecular structure, C18H23ClHfNO7S2 at a distorted geometry.

As for the spin multiplicity: 1. The value obtained for the HOMO energy is -17.5 eV. The value obtained for the energy relative to the best compared isomer or geometry (same formula, charge and spin) is 129.6 kJ/mol. For the frontier orbital gap, the calculation gives 7.611 eV. As for the charge: +3.

Positions of all 53 atoms, in Å:
Hf 0.75907 -0.70149 -1.43502
O -0.95431 -0.33287 -0.44304
S -1.95443 -1.38750 0.19982
C -1.04732 -1.96739 1.66477
C -0.87710 -0.98477 2.82012
C 0.00531 0.25462 2.59730
C 1.53481 0.05891 2.68959
S 2.44310 0.19894 1.13979
O 1.72443 -0.91632 0.29263
C 1.72550 1.69435 0.44448
C 1.33456 1.78229 -0.91353
C 0.72568 2.93343 -1.38886
C 0.53104 4.01296 -0.53702
C 0.98392 3.94708 0.77160
C 1.57041 2.78203 1.27211
C -3.23364 -0.43210 0.90835
C -4.30967 -1.16014 1.40743
C -5.35360 -0.45552 1.98615
C -5.31576 0.93486 2.02936
C -4.23618 1.63646 1.50378
C -3.17148 0.95450 0.93177
H -0.10154 -2.33884 1.26423
H -1.62888 -2.84016 1.97659
H -0.50862 -1.57410 3.66410
H -1.86407 -0.62890 3.11901
H -0.26248 0.98744 3.35732
H -0.25638 0.71553 1.64562
H 1.83475 -0.93950 3.02477
H 2.02157 0.76609 3.36524
H 1.75530 1.13703 -1.68109
H 0.45174 3.00707 -2.43394
H 0.07358 4.92003 -0.91094
H 0.88746 4.80823 1.42186
H 1.89984 2.75463 2.30396
H -4.34829 -2.24381 1.34522
H -6.20183 -0.99225 2.39102
H -6.14488 1.47775 2.46474
H -4.22550 2.71825 1.53580
H -2.33355 1.48736 0.50231
O -0.40507 -2.79278 -4.28523
Cl -0.81740 -2.05548 -3.15766
O -0.23490 -0.60342 -3.19988
O 2.50613 -2.53179 -3.77967
O 0.01813 -2.52544 -1.86430
C 4.37685 -0.91327 -3.94546
C 3.27043 -1.52286 -3.16424
N 3.48738 -3.03173 -2.86597
O 2.65605 -0.82023 -2.23200
H 4.75568 -1.59981 -4.69901
H 5.17414 -0.61065 -3.26748
H 3.99332 -0.02170 -4.44301
H 4.20881 -3.57026 -3.34750
H 3.07789 -3.47479 -2.04602